# 1
Below is a structure of composition C27H20BrF6IrN3O2Te, with properties calculated with wB97M-V/def2-TZVPD.

Highest occupied orbital energy (alpha / beta) = -12.92 / -12.92 eV
Energy relative to the best compared isomer or geometry (same formula, charge and spin) = 0.0 kcal per mole
Frontier orbital gap (alpha / beta) = 5.590 / 5.345 eV

ORCA input file:
```
! wB97M-V def2-TZVPD RIJCOSX def2/J DEFGRID3
* xyz 2 2
Ir -0.028 0.522 2.119
Te -0.410 3.094 2.388
Br -1.679 -5.787 -8.611
F 2.105 0.661 1.556
F 2.789 -1.304 0.913
F 1.200 2.216 -0.510
F 0.326 1.232 -2.229
F 3.649 0.471 0.051
F 2.468 1.488 -2.108
O -2.084 0.102 2.006
O 0.150 -0.300 -0.147
N 0.114 -1.589 1.703
N -1.800 -2.404 -3.621
N -1.675 -2.938 -2.503
C -1.065 -2.405 -0.210
C 1.618 4.699 3.683
C -1.648 -4.654 -4.650
C 2.538 -0.102 0.434
C -1.801 -2.024 -1.431
C -1.849 -2.631 -5.970
C -2.906 -0.029 -0.348
C -0.328 3.348 4.512
C 2.621 6.415 5.033
C 0.702 4.437 4.699
C -0.798 -3.767 1.768
C -1.711 -4.758 -7.043
C 0.749 5.169 5.880
C -2.479 0.002 0.879
C -1.824 -3.378 -7.134
C 1.811 -1.235 -1.698
C -1.624 -5.400 -5.807
C -0.160 -2.700 2.387
C 2.575 5.694 3.851
C -1.299 -3.597 0.490
C 1.473 -0.143 -0.703
C -0.219 -1.520 0.412
C 1.573 3.885 2.412
C 1.710 6.153 6.046
C 1.373 1.231 -1.414
C -1.759 -3.263 -4.733
C -2.649 -0.984 -1.434
H 1.722 4.482 1.515
H -1.585 -5.138 -3.686
H -1.316 3.630 4.867
H 3.363 7.192 5.158
H -0.979 -4.678 2.321
H -1.895 -2.901 -8.101
H -3.530 0.837 -0.572
H 0.106 -2.710 3.435
H 1.816 -2.212 -1.217
H 2.282 3.057 2.412
H -0.039 2.403 4.971
H 2.797 -1.055 -2.124
H -3.216 -0.805 -2.338
H 1.739 6.724 6.964
H 0.030 4.975 6.666
H 3.279 5.908 3.057
H -1.940 -1.553 -6.004
H -1.913 -4.361 0.029
H -1.542 -6.477 -5.768
H 1.074 -1.226 -2.500
*
```

Here are the natural (NBO) charges for atoms 1 to 4, given in e: atom 1 (Ir): 0.85, atom 2 (Te): 0.75, atom 3 (Br): 0.14, atom 4 (F): -0.34

# 2
Below is a cluster of 2 separate species, C27H20Cl2N4O2S in total in a non-equilibrium geometry, with properties calculated with wB97M-V/def2-TZVPD.

SMILES = CC(C)[C@@H]1CN2C(=N[C@@H]1c1ccccc1)Sc1ccccc12.N#CC1=C(C#N)C(=O)C(Cl)=C(Cl)C1=O
Highest occupied orbital energy = -7.82 eV
Frontier orbital gap = 4.833 eV

ORCA input file:
```
! wB97M-V def2-TZVPD RIJCOSX def2/J DEFGRID3
* xyz 0 1
Cl 2.736 1.227 3.115
Cl 2.737 -1.930 3.090
S -3.522 3.536 0.703
O 0.002 -3.038 3.070
O -0.016 2.320 3.049
N -2.178 1.388 -0.217
N -3.616 2.609 -1.688
N -3.365 1.705 2.994
N -3.393 -2.435 3.070
C -0.061 2.076 -2.409
C 0.021 -1.815 2.983
C -1.921 -1.681 -3.338
C -2.798 0.473 -2.474
C 1.298 0.332 2.946
C -3.298 -0.266 -4.859
C -4.417 4.408 -0.494
C -2.429 -1.782 2.946
C -5.925 6.025 -1.438
C -5.193 5.557 -0.336
C 1.292 -1.032 3.008
C 0.654 -0.109 -1.647
C -1.768 0.517 -1.332
C -3.239 1.861 -2.884
C -4.356 3.792 -1.746
C 1.914 0.099 -2.214
C -5.863 5.393 -2.688
C -1.224 -1.040 2.838
C 0.027 1.103 2.880
C -1.208 0.324 2.696
C -2.395 1.079 2.807
C -3.020 2.322 -0.480
C -5.043 4.268 -2.868
C 2.196 1.304 -2.863
C -0.354 0.850 -1.802
C -2.292 -0.262 -3.707
C 1.221 2.301 -2.942
H -1.112 -1.717 -2.606
H -4.954 3.767 -3.837
H -2.438 2.403 -3.436
H -2.796 -2.194 -2.923
H -1.740 -0.477 -0.861
H -6.563 6.900 -1.316
H -2.906 -0.875 -5.685
H -3.491 0.737 -5.263
H -0.820 2.862 -2.469
H 0.444 -1.033 -1.101
H -6.448 5.758 -3.528
H -5.218 6.036 0.636
H -3.687 -0.056 -2.084
H 3.181 1.472 -3.301
H -1.400 0.295 -4.029
H -4.254 -0.708 -4.538
H 1.436 3.254 -3.433
H -1.588 -2.225 -4.224
H 2.666 -0.689 -2.160
H -4.122 1.824 -3.529
*
```

Here are the natural (NBO) charges for atoms 1 to 4, given in e: atom 1 (Cl): 0.12, atom 2 (Cl): 0.11, atom 3 (S): 0.41, atom 4 (O): -0.43

# 3
Below is a structure of composition C27H20Cl4O2PPt, with properties calculated with wB97M-V/def2-TZVPD.

Highest occupied orbital energy = -11.35 eV
Frontier orbital gap = 5.520 eV

ORCA input file:
```
! wB97M-V def2-TZVPD RIJCOSX def2/J DEFGRID3
* xyz 1 1
Pt 0.166 0.750 1.504
Cl 6.984 1.112 3.269
Cl 5.533 1.731 5.893
Cl 5.381 0.506 0.623
Cl 2.393 1.784 6.062
P -0.812 0.200 -0.392
O 2.474 0.668 1.144
O 1.229 1.139 3.418
C 1.473 -0.543 -1.618
C 3.234 1.449 4.623
C 4.624 0.855 2.105
C 3.170 0.879 2.116
C -1.284 2.073 -4.002
C -1.025 2.731 -1.342
C 5.288 1.117 3.250
C -2.623 -0.242 1.494
C -1.194 3.739 -2.274
C -3.416 -0.937 -0.694
C 4.583 1.420 4.527
C -0.976 1.392 -1.734
C -4.695 -1.445 1.272
C 0.360 -2.433 -0.588
C 2.538 -2.682 -1.638
C -1.680 0.637 2.269
C -2.432 -0.379 0.121
C -4.550 -1.474 -0.113
C 0.381 -1.072 -0.929
C -3.750 -0.823 2.071
C 2.448 1.168 3.440
C -1.319 3.402 -3.612
C 2.550 -1.339 -1.972
C -1.116 1.038 -3.086
C 1.453 -3.211 -0.953
C -0.768 -3.071 0.177
C -1.100 -0.376 -3.608
H -5.571 -1.888 1.727
H -1.452 4.175 -4.358
H 3.384 -0.909 -2.510
H -0.920 2.979 -0.292
H -3.902 -0.755 3.141
H -0.084 -0.700 -3.838
H -1.398 1.823 -5.050
H -1.230 4.773 -1.959
H -1.591 0.320 3.313
H -1.506 -1.099 -2.902
H -2.086 1.655 2.271
H -0.855 -2.646 1.180
H 3.367 -3.322 -1.909
H -0.596 -4.141 0.279
H -1.686 -0.435 -4.525
H 1.447 -4.264 -0.696
H 1.490 0.508 -1.886
H -5.314 -1.927 -0.730
H -3.287 -0.977 -1.768
H -1.730 -2.931 -0.315
*
```

Here are the natural (NBO) charges for atoms 1 to 4, given in e: atom 1 (Pt): 0.44, atom 2 (Cl): 0.16, atom 3 (Cl): 0.16, atom 4 (Cl): 0.12

# 4
Below is a structure of composition C27H20I2N2OPPt in a non-equilibrium geometry, with properties calculated with wB97M-V/def2-TZVPD.

Highest occupied orbital energy = -10.08 eV
Energy relative to the best compared isomer or geometry (same formula, charge and spin) = 0.0 kcal per mole
Frontier orbital gap = 6.647 eV

ORCA input file:
```
! wB97M-V def2-TZVPD RIJCOSX def2/J DEFGRID3
* xyz 1 1
Pt 1.663 -1.057 -0.691
I 1.140 -4.676 3.053
I 2.350 0.163 6.325
P -0.198 0.082 -1.050
O 1.970 -2.621 0.744
N 2.353 0.046 0.840
N 0.955 -2.414 -2.075
C -2.791 -0.903 1.940
C 1.825 -2.030 4.349
C -0.389 4.269 -2.882
C -0.691 0.873 1.559
C 1.719 -2.688 3.110
C -1.320 0.800 2.789
C 0.562 2.066 -2.793
C -2.878 -1.609 -3.661
C 2.818 2.059 2.000
C -2.171 -2.725 -4.094
C -1.051 -1.014 -2.214
C -0.284 1.748 -1.730
C 2.631 1.336 0.818
C 2.169 -0.707 4.443
C -2.371 -0.088 2.979
C -1.174 2.701 -1.238
C 2.256 -0.636 2.027
C 1.989 -2.041 1.916
C -1.113 0.060 0.506
C 2.382 0.040 3.258
C -0.909 -2.997 -3.590
C -1.222 3.962 -1.817
C 2.672 1.420 3.203
C -2.319 -0.751 -2.731
C -0.370 -2.144 -2.642
C -2.163 -0.835 0.704
C 0.502 3.321 -3.372
H 1.613 -2.581 -2.834
H -3.862 -1.406 -4.061
H -2.606 -3.388 -4.829
H -2.854 0.137 -2.417
H -0.428 5.253 -3.330
H 2.691 1.803 -0.157
H -1.912 4.702 -1.434
H 1.154 3.566 -4.200
H 0.129 1.567 1.421
H 2.776 1.970 4.129
H 1.637 -2.599 5.249
H 3.045 3.114 1.946
H -3.603 -1.601 2.090
H -2.861 -0.147 3.942
H -2.483 -1.491 -0.094
H -0.357 -3.866 -3.926
H 0.925 -3.270 -1.516
H -1.829 2.463 -0.410
H -0.988 1.431 3.604
H 1.272 1.330 -3.155
*
```

Here are the natural (NBO) charges for atoms 1 to 4, given in e: atom 1 (Pt): 0.72, atom 2 (I): 0.20, atom 3 (I): 0.19, atom 4 (P): 1.13